{
  "formula": "C3HCeO",
  "method": "wB97M-V/def2-TZVPD",
  "charge": 3,
  "e_homo_ha": [-0.7609, -0.9738],
  "spin_multiplicity": 3,
  "e_lumo_ev": [-16.5, -15.8],
  "elements": ["H", "C", "O", "Ce", "C", "C"],
  "positions_angstrom": [[-3.50347, -1.60814, -0.16388], [-2.42549, 0.44780, 0.22127], [-0.08883, -0.44279, -0.01326], [2.31543, 0.21326, -0.12649], [-2.84227, -0.75458, -0.04244], [-1.27115, -0.21782, -0.16035]],
  "forces_ev_per_a": [[0.1, -0.7, -0.2], [0.0, -2.3, -1.4], [-3.5, 0.3, -1.6], [0.9, 0.0, 0.0], [-0.8, 2.0, 0.4], [3.2, 0.6, 2.7]]
}

{
  "formula": "C38H41AsNO4PS6Ti",
  "method": "wB97M-V/def2-TZVPD",
  "charge": -2,
  "de_lowest_ev": 0.078,
  "e_homo_ha": [-0.0212, -0.0213],
  "spin_multiplicity": 1,
  "e_lumo_ev": [4.0, 4.0],
  "elements": ["C", "H", "H", "H", "H", "C", "C", "Ti", "H", "C", "S", "H", "H", "C", "C", "H", "O", "O", "O", "H", "H", "C", "H", "H", "C", "C", "C", "P", "H", "C", "C", "H", "H", "C", "S", "H", "C", "H", "H", "H", "H", "C", "C", "H", "H", "C", "S", "C", "H", "H", "H", "C", "C", "H", "H", "S", "C", "C", "H", "H", "As", "S", "H", "O", "C", "C", "C", "H", "C", "H", "H", "H", "C", "C", "C", "C", "N", "C", "H", "C", "H", "C", "C", "C", "H", "H", "S", "H", "C", "C", "H", "C", "H"],
  "positions_angstrom": [[-0.43015, -3.11779, -3.72444], [-4.53944, -0.19135, -0.42676], [-0.19162, 2.80633, 5.15793], [1.77350, -1.97504, 3.93166], [-1.20697, -3.02689, -2.97717], [-3.60006, 0.34690, -0.49278], [2.77554, -0.70215, -2.24653], [0.35828, -0.52574, 0.41968], [1.06959, -2.16384, 5.54780], [-0.69961, -3.74630, -4.93217], [-0.14176, -0.26226, -6.29199], [-3.68375, -0.44886, -3.29484], [2.19602, 2.80086, 1.77924], [0.22281, 2.18232, -0.45720], [2.12239, 1.22754, 3.31122], [-1.68677, -4.15319, -5.11749], [-3.18748, -2.39877, 0.76230], [1.03992, 1.16887, -0.14806], [-0.99291, -1.84676, 0.79679], [1.61370, 0.61217, -3.48688], [2.78534, -2.22712, -4.28498], [2.59519, 0.40703, -3.07329], [2.19018, -0.83812, 5.22228], [3.40304, -4.28063, 2.01575], [-2.27909, -1.63783, 0.50183], [4.03177, -0.94969, -1.70718], [3.12173, -4.35594, 0.97210], [0.43844, 0.53004, 2.92793], [6.06455, -0.29065, -1.53995], [0.82867, -2.57426, -3.48137], [3.65803, 1.25850, -3.34875], [-1.97745, -0.90974, 4.07597], [3.18142, -6.51199, -1.64371], [-2.45283, -0.29296, -0.12546], [-1.07716, 0.22596, -3.49832], [1.74925, 1.68885, 5.42992], [2.22083, 2.12164, 4.54444], [2.30705, -3.34315, -6.43552], [3.82724, -6.36833, 0.75621], [-5.40881, -0.03414, -3.50602], [-1.47420, 1.59993, 5.29430], [2.51634, -3.24511, 0.37109], [2.99642, -5.60838, -1.07492], [-0.43133, 2.70978, 2.63437], [-2.89569, 1.27783, 3.46648], [3.35785, -5.52423, 0.26295], [-2.58171, 0.26800, -7.56649], [-0.81460, 1.88144, 3.23871], [3.49853, 2.11986, -3.98731], [5.73250, 1.69554, -2.98783], [0.07132, -4.31035, -6.85961], [-1.04654, -1.47742, 4.14812], [1.54065, -3.29454, -5.67133], [3.76814, 2.29166, 2.42539], [-0.05693, 0.08311, 5.25365], [2.33041, -1.75103, 1.31707], [-3.55122, 1.67490, -0.93087], [1.37946, -1.43287, 4.79191], [2.09390, -4.59546, -2.71926], [3.27696, 2.29251, 4.78023], [1.19786, -1.77713, -1.74593], [-0.28867, -0.59088, -9.25517], [-0.93156, -2.03194, 3.21636], [0.55309, 3.34344, -0.54277], [-2.58359, 0.48215, -5.83731], [-1.18323, 1.67956, -0.58607], [2.77520, 1.93765, 2.11976], [-1.15610, -2.20055, 4.96420], [5.09368, -0.09204, -1.97892], [4.18954, -1.80665, -1.06782], [-4.65008, -1.23408, -4.58934], [2.89551, 1.28186, 1.26401], [-1.06523, 2.39335, 4.66354], [-2.17896, 1.44478, 2.65666], [0.28816, -3.83970, -5.90831], [-4.48777, -0.31745, -4.02086], [-1.24038, 0.35869, -0.18961], [1.80991, -2.66035, -4.46043], [-2.59499, 2.19930, 1.98685], [-0.97147, -0.20516, -7.77668], [-2.11931, 0.52290, 2.09107], [2.13372, -3.34249, -0.97541], [2.37983, -4.51958, -1.67923], [0.16765, -0.57374, 4.41246], [2.70362, 0.32233, 3.49433], [-4.44949, 2.17997, -1.25768], [-4.07143, 1.05335, -5.12326], [-2.23277, 3.37612, -1.26110], [-1.40893, 0.21504, -5.17795], [-2.31190, 2.34088, -0.94877], [1.77234, 3.09868, 4.35180], [4.90948, 1.01585, -2.79610], [-1.82412, 3.18325, 4.61946]],
  "forces_ev_per_a": [[0.1, 0.0, -0.1], [0.0, 0.0, 0.0], [0.1, 0.0, 0.0], [0.0, 0.0, 0.0], [0.0, 0.0, 0.0], [-0.6, 0.4, -0.2], [-0.1, 0.1, 0.1], [1.1, -0.6, 0.9], [0.0, 0.0, 0.0], [0.1, 0.0, 0.0], [0.6, -0.2, 0.3], [-0.1, 0.0, -0.1], [0.0, 0.0, 0.0], [-0.1, -0.9, 0.1], [0.0, 0.2, -0.2], [0.0, 0.0, 0.0], [-0.3, -0.3, 0.0], [-0.3, 1.4, -0.6], [-1.4, -0.5, -0.1], [0.0, 0.0, 0.0], [0.0, 0.0, 0.0], [0.0, 0.0, 0.1], [0.0, 0.0, 0.0], [0.0, 0.0, 0.0], [0.7, 0.4, 0.0], [0.1, 0.1, -0.1], [0.0, 0.0, 0.0], [0.1, -0.1, 0.2], [0.0, 0.0, 0.0], [-0.2, 0.0, -0.1], [0.0, -0.1, 0.0], [0.0, 0.0, 0.0], [0.0, 0.0, 0.0], [1.0, 0.1, 0.1], [-0.1, 0.3, -0.4], [0.0, 0.0, 0.0], [0.1, -0.1, 0.1], [0.0, 0.0, 0.0], [0.0, 0.0, 0.0], [0.1, 0.0, 0.0], [0.0, 0.0, 0.0], [0.2, 0.2, 0.0], [0.0, 0.1, 0.0], [0.0, 0.0, 0.0], [0.0, 0.0, 0.0], [0.0, 0.1, 0.0], [-0.5, 0.1, -0.1], [-0.1, 0.0, -0.1], [0.0, 0.0, 0.0], [0.0, 0.0, 0.0], [0.0, 0.0, 0.0], [0.0, 0.1, 0.1], [0.0, 0.0, 0.1], [-0.1, 0.0, 0.0], [0.0, 0.0, 0.1], [0.1, -0.5, -0.1], [0.2, 0.0, 0.1], [0.0, 0.1, 0.1], [0.0, 0.0, 0.0], [0.0, 0.0, 0.0], [1.1, -0.3, -0.2], [0.0, 0.0, 0.0], [0.0, 0.0, 0.0], [0.2, 0.4, -0.1], [0.2, 0.0, 0.1], [0.5, -1.0, 0.4], [0.0, 0.1, 0.1], [0.0, 0.1, 0.0], [-0.1, 0.0, -0.1], [0.0, 0.0, 0.1], [0.0, 0.0, 0.0], [0.0, -0.1, 0.0], [0.0, 0.0, 0.0], [0.0, 0.1, 0.1], [0.0, 0.0, 0.1], [0.0, -0.1, 0.0], [-0.8, 0.5, -0.1], [-0.1, -0.1, -0.1], [0.0, 0.0, 0.0], [0.1, -0.1, -0.2], [0.0, 0.0, 0.0], [-0.1, 0.1, 0.0], [0.0, 0.0, 0.0], [-0.1, -0.2, -0.2], [0.0, -0.1, 0.0], [0.0, 0.0, 0.0], [0.0, 0.0, 0.1], [0.0, 0.0, 0.0], [-0.4, 0.0, 0.2], [-0.7, 0.3, -0.2], [0.0, 0.0, 0.0], [-0.1, -0.1, 0.1], [0.0, 0.0, 0.0]]
}

{
  "formula": "C4H12N2",
  "method": "wB97M-V/def2-TZVPD",
  "de_lowest_ev": 1.161,
  "smiles": "C[C@@H](N)CCN",
  "e_homo_ha": -0.3282,
  "spin_multiplicity": 1,
  "e_lumo_ev": 1.1,
  "elements": ["H", "H", "C", "H", "H", "N", "H", "H", "H", "H", "H", "C", "N", "H", "H", "C", "C", "H"],
  "positions_angstrom": [[0.47610, 0.74629, 3.00388], [0.28250, -1.56736, 1.82326], [-0.61572, 0.43170, -0.09214], [-0.32893, 1.90103, 1.85114], [1.48502, 0.54822, 0.21453], [-1.05566, -0.87615, -2.10707], [-1.13610, -0.95173, -3.10839], [-1.07616, 1.44060, -0.02798], [1.35267, 1.92831, 1.93122], [0.76878, -1.79194, 0.27209], [-0.57819, -1.71822, -1.81261], [0.53801, 1.21347, 1.99441], [0.86632, -1.20791, 1.08760], [0.71410, 0.17696, -1.86704], [-1.51008, -0.23408, 0.16320], [0.65459, 0.19943, 0.84544], [-0.35095, 0.32893, -1.62949], [-0.80126, 1.18389, -2.14016]],
  "forces_ev_per_a": [[0.2, 0.4, -0.6], [-0.3, -0.1, 0.1], [-0.8, 0.4, -0.5], [0.3, -1.0, 0.3], [0.0, -0.2, 0.2], [-0.5, -0.3, -0.2], [0.1, 0.3, -0.3], [0.7, -0.3, 0.7], [0.5, -0.3, 0.4], [-0.1, 0.2, -0.1], [0.0, 0.0, 0.1], [-0.4, -0.1, 0.8], [0.6, 0.1, 1.2], [-0.1, 0.9, 0.2], [1.4, 0.5, -0.2], [-1.8, 1.3, -2.4], [-0.4, -1.8, 0.5], [0.4, -0.1, 0.0]]
}

{
  "formula": "BrNaPt",
  "method": "wB97M-V/def2-TZVPD",
  "charge": 2,
  "de_lowest_ev": 3.825,
  "e_homo_ha": [-0.8100, -0.7978],
  "spin_multiplicity": 3,
  "e_lumo_ev": [-11.4, -14.2],
  "elements": ["Na", "Pt", "Br"],
  "positions_angstrom": [[-6.73660, 10.49664, 13.53271], [-3.80229, 10.38165, 15.06835], [-4.88061, 11.43928, 13.85229]],
  "forces_ev_per_a": [[-6.1, -2.9, -1.2], [7.4, -7.0, 8.2], [-1.4, 9.9, -7.0]]
}

Which calculated total energy belongs to each record? In order, -663.7950; -7644.3089; -269.0737; -2854.7059 hartree.